An isolated ion of composition C4H8NO and charge +1 at a distorted geometry, computed with ωB97M-V/def2-TZVPD.

Properties
HOMO energy (eV): -16.01
HOMO-LUMO gap (eV): 11.529
E_LUMO (eV): -4.480
2S+1: 1
Total charge: +1
SMILES: C[C@@H](O)[N+]1=CC1
Energy above the lowest of the compared OMol25 structures with the same formula, charge and spin (kcal/mol): 72.8

Bonds (Å) are listed after each position.
Cartesian coordinates (Å):
1 O -1.383 -0.613 1.289  C3 1.346, H9 0.987
2 N 0.753 -0.628 0.003  C3 1.792, C5 1.546, C6 1.259
3 C -0.441 0.294 0.970  O1 1.346, N2 1.792, C4 1.511, H7 1.146
4 C -0.933 1.496 0.197  C3 1.511, H10 1.118, H11 1.068, H14 1.141
5 C 1.451 -0.742 -1.373  N2 1.546, C6 1.446, H12 1.055, H13 1.091
6 C 1.243 -1.735 -0.342  N2 1.259, C5 1.446, H8 1.038
7 H 0.118 0.456 1.956  C3 1.146
8 H 1.469 -2.661 0.071  C6 1.038
9 H -2.232 -0.510 0.796  O1 0.987
10 H -1.668 2.131 0.750  C4 1.118
11 H -0.167 2.241 0.192  C4 1.068
12 H 0.780 -0.761 -2.187  C5 1.055
13 H 2.443 -0.309 -1.507  C5 1.091
14 H -1.433 1.341 -0.816  C4 1.141

An isolated ion of composition C4H8NO and charge +1 at a distorted geometry, computed with ωB97M-V/def2-TZVPD.

Properties
HOMO energy (alpha / beta) (eV): -14.97 / -14.97
HOMO-LUMO gap (alpha / beta) (eV): 8.929 / 8.927
E_LUMO (alpha / beta) (eV): -6.038 / -6.039
2S+1: 1
Total charge: +1
SMILES: C[N+](C)=C1CO1
Energy above the lowest of the compared OMol25 structures with the same formula, charge and spin (kcal/mol): 125.4

Bonds (Å) are listed after each position.
Cartesian coordinates (Å):
1 O -2.216 0.666 0.281  C5 1.258, C6 1.414
2 N 0.475 0.282 0.154  C3 1.369, C4 1.471, C5 1.658
3 C 1.041 1.508 -0.069  N2 1.369, H8 1.104, H12 1.104, H14 1.208
4 C 1.222 -0.941 -0.181  N2 1.471, H7 1.064, H10 1.127, H11 1.179
5 C -1.156 0.087 -0.071  O1 1.258, N2 1.658, C6 1.425
6 C -2.245 -0.747 0.314  O1 1.414, C5 1.425, H9 1.126, H13 1.069
7 H 1.579 -1.279 0.762  C4 1.064
8 H 0.446 2.383 -0.386  C3 1.104
9 H -2.681 -1.323 -0.550  C6 1.126
10 H 1.927 -0.838 -1.054  C4 1.127
11 H 0.274 -1.615 -0.377  C4 1.179
12 H 1.487 1.899 0.861  C3 1.104
13 H -2.039 -1.310 1.199  C6 1.069
14 H 1.886 1.228 -0.885  C3 1.208

A 2-piece molecular cluster, C4H8NO overall at a distorted geometry, computed with ωB97M-V/def2-TZVPD.

Properties
HOMO energy (eV): -16.85
HOMO-LUMO gap (eV): 12.531
E_LUMO (eV): -4.319
2S+1: 1
Total charge: +1
Energy above the lowest of the compared OMol25 structures with the same formula, charge and spin (kcal/mol): 20.3

Bonds (Å) are listed after each position.
Cartesian coordinates (Å):
1 O 4.246 -1.981 -1.263  C5 1.122
2 N -0.207 -0.461 -0.371  C3 1.495, C4 1.232, H13 0.998
3 C -1.376 -1.053 0.348  N2 1.495, H8 1.127, H11 1.007, H12 1.141
4 C 0.159 0.708 -0.244  N2 1.232, C6 1.469, H7 1.041
5 C 3.410 -1.252 -1.095  O1 1.122
6 C -0.492 1.790 0.507  C4 1.469, H9 1.115, H10 1.113, H14 1.147
7 H 1.035 0.893 -0.774  C4 1.041
8 H -1.821 -0.208 0.946  C3 1.127
9 H -1.465 1.452 0.933  C6 1.115
10 H -0.711 2.692 -0.108  C6 1.113
11 H -2.074 -1.264 -0.347  C3 1.007
12 H -1.147 -2.064 0.826  C3 1.141
13 H 0.290 -1.215 -0.798  N2 0.998
14 H 0.152 1.963 1.440  C6 1.147

Record-wise M values, in Da: 86.11; 86.11; 86.11